Density functional theory data (wB97M-V/def2-TZVPD) for a cluster of 8 separate species, C28H56BrFN3O11P3 in total in a non-equilibrium geometry.

Each line ends with the Mulliken charge.
Cartesian coordinates (Å):
1 H 0.72 3.63 -0.20  0.285
2 N 0.36 3.60 0.76  -0.703
3 C -0.11 2.45 1.01  -0.164
4 C -0.16 1.30 0.02  -0.437
5 C 0.70 0.14 0.45  0.199
6 N 1.94 0.16 0.05  -0.415
7 C 2.70 -0.91 0.38  -0.721
8 C 4.04 -0.98 -0.10  0.706
9 P 4.84 0.34 -1.06  -0.175
10 P 5.97 1.37 0.48  0.998
11 O 5.90 2.82 0.36  -0.647
12 O 5.45 0.87 1.92  -0.517
13 O 7.44 0.73 0.36  -0.486
14 C 4.80 -2.08 0.16  -0.721
15 C 4.29 -3.16 0.92  0.958
16 C 5.16 -4.27 1.16  -1.466
17 C 5.94 -5.17 1.34  0.115
18 C 3.01 -3.11 1.42  0.300
19 P 2.47 -4.56 2.42  -0.098
20 O 1.10 -4.95 1.57  -0.420
21 Br 1.67 -3.60 4.28  -0.254
22 C 2.20 -1.98 1.13  0.078
23 N 0.91 -1.96 1.57  0.101
24 C 0.18 -0.94 1.24  0.411
25 C -1.28 -0.97 1.63  1.348
26 C -1.57 -2.03 2.67  -1.089
27 F -1.69 0.26 2.17  -0.427
28 H -0.52 2.29 2.00  0.450
29 H 0.26 1.67 -0.91  0.536
30 H -1.19 0.97 -0.15  -0.342
31 H 3.84 1.27 -1.37  0.029
32 H 5.74 -0.02 2.14  0.317
33 H 7.80 0.61 1.25  0.318
34 H 5.80 -2.16 -0.23  0.542
35 H 6.60 -5.95 1.62  0.495
36 H 0.30 -4.76 2.08  0.280
37 H -1.86 -1.22 0.74  0.004
38 H -0.86 -1.94 3.49  0.314
39 H -1.49 -3.03 2.25  0.064
40 H -2.56 -1.86 3.09  0.301
41 C -1.14 -5.28 -1.84  -1.315
42 C -1.34 -3.82 -1.49  -0.007
43 O -1.07 -3.54 -0.12  -0.182
44 H -1.78 -5.91 -1.22  0.299
45 H -1.38 -5.47 -2.89  0.397
46 H -0.11 -5.58 -1.66  0.346
47 H -2.38 -3.52 -1.65  0.119
48 H -0.70 -3.19 -2.11  0.275
49 H -0.16 -3.78 0.07  0.039
50 C -5.23 1.10 0.35  -1.314
51 C -5.41 -0.39 0.57  -0.196
52 O -4.20 -0.98 1.06  0.051
53 H -4.41 1.28 -0.35  0.203
54 H -6.14 1.55 -0.04  0.264
55 H -4.98 1.60 1.29  0.420
56 H -5.64 -0.89 -0.37  0.147
57 H -6.23 -0.57 1.27  0.439
58 H -3.99 -0.55 1.90  0.091
59 C -6.01 -2.26 4.24  -0.799
60 C -5.62 -3.57 3.59  -0.172
61 O -5.91 -3.58 2.20  -0.577
62 H -7.07 -2.07 4.09  0.243
63 H -5.80 -2.27 5.31  0.384
64 H -5.46 -1.43 3.79  0.085
65 H -6.18 -4.40 4.03  0.360
66 H -4.55 -3.77 3.74  0.166
67 H -5.41 -2.86 1.80  0.266
68 C 7.41 3.33 -3.56  -0.745
69 C 6.28 3.44 -4.56  -0.273
70 O 5.27 2.45 -4.33  -0.504
71 H 7.86 2.34 -3.61  0.292
72 H 8.18 4.08 -3.76  0.265
73 H 7.04 3.47 -2.54  0.147
74 H 6.64 3.28 -5.58  0.304
75 H 5.83 4.44 -4.51  0.243
76 H 4.94 2.60 -3.44  0.258
77 C 8.67 8.05 -1.54  -1.108
78 C 8.94 6.77 -2.31  -0.067
79 O 8.51 6.88 -3.67  -0.510
80 H 7.61 8.28 -1.57  0.302
81 H 8.99 7.95 -0.50  0.319
82 H 9.21 8.88 -1.99  0.329
83 H 8.39 5.93 -1.88  0.204
84 H 10.01 6.52 -2.29  0.265
85 H 9.01 7.60 -4.06  0.277
86 C -4.83 -0.86 -3.33  -1.101
87 C -3.40 -0.47 -3.01  -0.364
88 O -3.13 -0.55 -1.61  0.010
89 H -5.53 -0.22 -2.78  0.203
90 H -5.04 -0.76 -4.40  0.397
91 H -5.03 -1.89 -3.03  0.331
92 H -3.22 0.57 -3.29  0.308
93 H -2.70 -1.10 -3.56  0.282
94 H -3.27 -1.46 -1.34  -0.121
95 C -9.35 2.17 1.08  -0.956
96 C -9.49 0.67 1.32  -0.330
97 O -8.29 0.10 1.83  -0.417
98 H -8.53 2.37 0.39  0.188
99 H -10.27 2.58 0.67  0.366
100 H -9.13 2.68 2.02  0.322
101 H -9.69 0.15 0.38  0.282
102 H -10.31 0.47 2.01  0.269
103 H -8.09 0.53 2.67  0.238

SMILES = [H]/N=C\Cc1nc2c(PP(=O)(O)O)cc(C#C)c(P(O)Br)c2nc1[C@@H](C)F.CCO.CCO.CCO.CCO.CCO.CCO.CCO
calculated total energy = -5790.3494 hartree
net charge = 0
orbital gap = 7.8757 eV
energy above the lowest of the compared OMol25 structures with the same formula, charge and spin = 0.000 eV

Density functional theory data (wB97M-V/def2-TZVPD) for a cluster of 2 separate species, C5H7F3N in total in a non-equilibrium geometry.

Each line ends with the natural charge from an NBO analysis.
Cartesian coordinates (Å):
1 C 1.89 2.00 -0.51  -0.447
2 C -2.33 -0.97 0.90  -0.003
3 C 1.54 0.83 -0.05  0.181
4 C -1.62 -0.49 -1.30  -0.461
5 C 1.90 -0.34 0.90  0.918
6 N -1.51 -0.72 0.02  -0.102
7 F 1.95 0.22 2.16  -0.303
8 F 3.06 -0.96 0.63  -0.284
9 F 1.02 -1.25 0.92  -0.279
10 H 1.69 2.34 -1.57  0.292
11 H 2.58 2.54 0.06  0.282
12 H -3.40 -0.90 0.83  0.233
13 H -1.97 -1.36 1.88  0.244
14 H -1.32 0.59 -1.54  0.234
15 H -2.59 -0.48 -1.63  0.243
16 H -0.88 -1.06 -1.70  0.250

calculated total energy = -548.5677 hartree
net charge = +1
orbital gap (alpha / beta) = 10.0587 / 4.3553 eV
energy above the lowest of the compared OMol25 structures with the same formula, charge and spin = 3.937 eV

Density functional theory data (wB97M-V/def2-TZVPD) for an isolated molecule of C5H4N2.

Each line ends with the natural charge from an NBO analysis.
Cartesian coordinates (Å):
1 C -2.41 1.36 0.65  -0.183
2 C -1.39 0.78 0.41  -0.053
3 C -0.18 0.09 0.07  0.037
4 C 1.05 0.01 0.68  -0.299
5 C 1.82 -0.81 -0.17  -0.061
6 N 1.12 -1.21 -1.23  -0.242
7 N -0.08 -0.66 -1.06  -0.302
8 H -3.31 1.89 0.86  0.240
9 H 1.35 0.47 1.61  0.237
10 H 2.85 -1.11 -0.07  0.213
11 H -0.81 -0.82 -1.74  0.413

SMILES = C#Cc1ccn[nH]1
calculated total energy = -302.3615 hartree
net charge = 0
orbital gap = 10.0731 eV
energy above the lowest of the compared OMol25 structures with the same formula, charge and spin = 1.818 eV

Density functional theory data (wB97M-V/def2-TZVPD) for a structure of composition C4H4N2O2Sr in a non-equilibrium geometry.

Each line ends with the natural charge from an NBO analysis.
Cartesian coordinates (Å):
1 O -2.27 -1.47 -0.06  -0.684
2 C -1.53 -1.23 -0.98  0.886
3 O -1.49 -1.30 -2.16  -0.563
4 N -0.26 -0.45 -0.37  -0.322
5 C 0.92 -0.17 -0.96  0.008
6 C 1.67 0.50 -0.02  -0.024
7 N 0.88 0.59 1.10  -0.546
8 C -0.33 -0.02 0.87  -0.019
9 H 1.13 -0.45 -1.98  0.310
10 H 2.67 0.86 -0.12  0.288
11 H 1.18 1.00 1.98  0.448
12 H -1.17 -0.15 1.53  0.261
13 Sr -1.40 2.29 1.17  1.957

calculated total energy = -444.8470 hartree
net charge = +2
orbital gap = 6.2411 eV